Entry 1:
A cluster of 2 separate species, C5H11N2 in total at a distorted geometry, computed with wB97M-V/def2-TZVPD.

The geometry in XYZ format:
```
18
Properties=species:S:1:pos:R:3
C -0.628 1.825 0.398
C -2.820 -0.294 -0.367
C -0.236 0.553 0.358
C 1.037 -1.395 0.837
C 1.656 0.050 -1.072
N -1.872 -0.866 0.108
N 1.024 0.010 0.330
H -0.049 2.661 0.400
H -1.688 2.096 0.250
H -3.662 -0.977 -0.573
H -3.043 0.823 -0.403
H 0.596 -1.350 1.850
H 0.522 -1.959 0.132
H 1.957 -1.904 0.998
H 1.203 0.938 -1.465
H 2.738 0.171 -1.063
H 1.371 -0.864 -1.518
H 1.894 0.484 0.800
```

The charge is +1. The frontier orbital gap (alpha / beta) is 9.25 / 9.24 eV. Its largest force on an atom is 6.33 eV Å⁻¹. Its lowest unoccupied orbital energy (alpha / beta) is -4.35 / -4.35 eV. The value obtained for the HOMO energy (alpha / beta) is -13.59 / -13.60 eV. Its energy is -306.17137 hartree.

Entry 2:
A structure of composition C48H43F4N3O4ReSbTe, computed with wB97M-V/def2-TZVPD.

The geometry in XYZ format:
```
105
Properties=species:S:1:pos:R:3
Re -0.696 -0.836 -0.837
C 6.129 -2.885 1.746
C 6.021 -1.704 0.797
N 4.639 -1.178 0.707
C 3.916 -1.476 -0.367
C 2.598 -1.114 -0.540
C 1.971 -1.461 -1.853
O 2.444 -2.217 -2.653
O 0.861 -0.762 -2.091
C 1.938 -0.430 0.508
O 0.676 -0.144 0.516
C 2.727 -0.055 1.648
C 2.178 0.712 2.689
C 2.944 1.081 3.747
F 2.379 1.847 4.696
C 4.313 0.722 3.874
C 4.847 -0.040 2.842
C 4.080 -0.426 1.735
N 5.086 1.088 4.969
C 4.521 1.712 6.170
C 5.592 1.782 7.259
N 6.469 0.569 7.155
C 7.293 0.600 5.884
C 6.507 1.365 4.821
H 7.156 -3.247 1.753
H 5.489 -3.703 1.416
H 5.848 -2.628 2.766
H 6.292 -2.002 -0.214
H 6.679 -0.876 1.059
H 4.410 -2.045 -1.145
H 1.149 1.042 2.642
H 5.866 -0.379 2.911
H 3.687 1.110 6.527
H 4.155 2.727 5.998
H 5.144 1.801 8.250
H 6.253 2.641 7.162
H 5.880 -0.267 7.151
H 7.079 0.492 7.972
H 7.474 -0.437 5.610
H 8.240 1.081 6.120
H 6.874 1.084 3.840
H 6.690 2.441 4.912
C -0.659 -3.834 -2.398
C -0.596 -2.808 -1.349
O -0.048 -2.856 -0.266
H -0.569 -4.831 -1.970
H 0.218 -3.627 -3.032
H -1.554 -3.737 -3.005
Te -0.650 1.796 -1.594
C -0.500 2.772 0.269
C -1.166 2.321 1.403
C -1.126 3.074 2.567
C -0.416 4.268 2.598
C 0.246 4.714 1.465
C 0.204 3.968 0.294
C -2.455 2.748 -2.112
C -2.494 3.378 -3.350
C -3.580 4.187 -3.665
C -4.600 4.364 -2.744
C -4.558 3.718 -1.514
C -3.486 2.904 -1.192
H -1.736 1.397 1.390
H -1.660 2.736 3.445
H -0.397 4.860 3.503
H 0.785 5.652 1.482
H 0.712 4.336 -0.589
H -1.680 3.273 -4.056
H -3.611 4.693 -4.619
H -5.432 5.012 -2.982
H -5.359 3.858 -0.801
H -3.450 2.424 -0.222
F -8.350 1.849 -2.235
C -7.171 1.229 -2.233
C -6.828 0.460 -1.134
C -5.604 -0.187 -1.145
C -4.742 -0.041 -2.231
C -5.109 0.746 -3.318
C -6.341 1.379 -3.328
Sb -2.990 -1.190 -2.286
C -3.792 -3.055 -1.711
C -4.678 -3.757 -2.527
C -5.244 -4.945 -2.098
C -4.929 -5.410 -0.831
F -5.471 -6.549 -0.413
C -4.075 -4.727 0.016
C -3.511 -3.545 -0.437
C -2.509 -1.262 -4.326
C -1.218 -0.973 -4.764
C -0.918 -0.977 -6.117
C -1.927 -1.275 -7.015
F -1.646 -1.281 -8.314
C -3.222 -1.564 -6.613
C -3.509 -1.547 -5.260
H -7.519 0.363 -0.309
H -5.345 -0.827 -0.309
H -4.452 0.865 -4.170
H -6.661 1.985 -4.164
H -4.934 -3.397 -3.514
H -5.922 -5.511 -2.721
H -3.869 -5.122 1.001
H -2.845 -3.011 0.237
H -0.419 -0.767 -4.059
H 0.077 -0.765 -6.481
H -3.976 -1.790 -7.353
H -4.528 -1.741 -4.949
```

Its spin multiplicity is 2. The charge is +3. The frontier orbital gap (alpha / beta) is 6.82 / 6.58 eV. Its largest force on an atom is 0.95 eV Å⁻¹. Its lowest unoccupied orbital energy (alpha / beta) is -8.00 / -8.23 eV. The value obtained for the HOMO energy (alpha / beta) is -14.82 / -14.80 eV. Its energy is -3305.24160 hartree.

Entry 3:
A cluster of 2 separate species, C3H4INO in total at a distorted geometry, computed with wB97M-V/def2-TZVPD.

The geometry in XYZ format:
```
10
Properties=species:S:1:pos:R:3
C -0.143 -1.713 0.115
C 0.146 0.437 0.451
C -0.737 0.139 -0.719
N -0.753 -1.192 -0.898
O 0.398 -0.855 0.982
I -3.698 0.015 0.050
H -0.068 -2.765 0.319
H 1.101 0.860 0.091
H -0.253 1.094 1.224
H -1.031 0.823 -1.486
```

Its spin multiplicity is 3. The frontier orbital gap (alpha / beta) is 7.92 / 6.70 eV. Its largest force on an atom is 1.03 eV Å⁻¹. Its lowest unoccupied orbital energy (alpha / beta) is 0.88 / -2.97 eV. The value obtained for the HOMO energy (alpha / beta) is -7.04 / -9.67 eV. Its energy is -544.30550 hartree.

Entry 4:
A structure of composition C33H54O5 at a distorted geometry, computed with wB97M-V/def2-TZVPD.

The geometry in XYZ format:
```
92
Properties=species:S:1:pos:R:3
C 0.038 -2.888 -2.358
C 0.050 -2.353 -0.994
C -0.960 -1.569 -0.389
C -0.670 -1.101 0.816
C 0.432 -1.474 1.390
C 1.504 -2.401 1.045
C 1.436 -2.798 -0.216
O 2.101 -3.810 -0.882
C 2.206 -5.093 -0.463
O 1.497 -5.458 0.380
C 3.351 -5.882 -0.956
C 3.674 -5.324 -2.501
C 4.129 -3.626 -2.550
O 4.960 -3.332 -1.510
O 3.424 -2.962 -3.306
H 3.869 -1.966 -3.015
H 2.916 -5.068 -3.206
H 4.626 -5.681 -2.900
H 2.977 -6.802 -1.103
H 4.330 -5.623 -0.340
C 2.544 -3.010 1.798
H 3.028 -2.312 2.772
H 3.398 -3.215 1.335
H 2.412 -3.876 2.525
C 0.414 -1.210 2.962
C -0.366 0.213 3.298
H -0.292 0.499 4.214
H 0.004 0.973 2.874
C -1.557 -0.074 2.738
C -2.316 -1.226 3.387
H -1.862 -2.278 3.191
H -2.461 -1.214 4.320
H -3.377 -1.436 3.005
C -2.499 1.236 2.768
C -3.873 1.113 2.155
C -4.639 2.391 2.135
H -5.731 2.289 1.598
H -4.352 3.129 3.091
C -3.872 3.248 0.884
C -4.207 4.625 1.078
H -3.901 5.335 1.975
H -5.163 4.791 1.062
H -3.741 5.302 0.121
C -4.106 2.780 -0.629
C -3.191 2.949 -1.652
H -3.678 2.896 -2.602
C -1.797 2.596 -1.414
H -1.487 2.152 -2.344
H -2.013 1.619 -0.613
C -0.639 3.352 -0.923
C -0.324 4.255 -2.169
H 0.453 4.958 -1.877
H -1.296 4.906 -2.587
H 0.191 3.774 -2.928
C 0.457 2.943 -0.198
C 1.252 1.776 -0.850
H 0.536 0.874 -1.381
C 2.495 1.186 -0.269
H 2.021 0.804 0.754
H 3.157 2.291 0.137
C 3.144 0.181 -1.094
C 4.386 -0.245 -0.026
H 4.787 -1.188 -0.533
H 5.270 0.434 0.031
H 4.041 -0.477 0.849
C 3.791 0.685 -2.361
H 4.605 0.003 -2.730
H 2.971 0.683 -2.912
H 4.396 1.559 -2.268
H 2.728 -0.576 -0.823
H 1.498 2.168 -1.835
H 0.072 2.390 0.715
H 1.186 3.487 0.017
H -1.377 3.960 -0.200
H -3.107 4.301 -1.783
H -5.337 3.116 -0.863
H -4.292 1.512 -0.487
H -2.845 3.211 0.972
H -4.890 0.546 2.804
H -3.742 0.655 1.298
H -2.573 1.356 3.976
H -2.021 2.134 2.374
O -1.417 -0.219 1.388
H 1.746 -0.549 3.184
H 0.159 -1.786 3.765
C -2.068 -1.364 -1.205
H -1.859 -0.620 -2.061
H -2.412 -1.959 -1.940
H -2.546 -0.587 -0.572
H -0.178 -2.221 -3.111
H 1.010 -3.100 -2.754
H -0.641 -3.682 -2.494
```

The frontier orbital gap is 8.26 eV. Its largest force on an atom is 13.55 eV Å⁻¹. Its lowest unoccupied orbital energy is 0.43 eV. The value obtained for the HOMO energy is -7.84 eV. Its energy is -1665.07840 hartree.

Entry 5:
A structure of composition C4H5N3O at a distorted geometry, computed with wB97M-V/def2-TZVPD.

The geometry in XYZ format:
```
13
Properties=species:S:1:pos:R:3
C -1.294 0.050 -0.045
C -0.513 -1.096 -0.048
C 0.828 -0.835 0.035
C 0.818 0.734 0.116
H -3.110 -0.852 0.564
H -3.003 1.130 -0.242
H -0.958 -2.096 -0.444
H 2.788 0.733 -0.102
H -0.539 2.278 -0.166
N -2.649 -0.134 0.081
N 1.886 1.381 0.060
N -0.517 1.190 -0.121
O 1.842 -1.420 -0.012
```

The frontier orbital gap is 8.40 eV. Its largest force on an atom is 10.08 eV Å⁻¹. Its lowest unoccupied orbital energy is -0.15 eV. The value obtained for the HOMO energy is -8.55 eV. Its energy is -394.80598 hartree.

Entry 6:
A cluster of 8 separate species, C43H69B2BrCl2F7N5O26PS in total at a distorted geometry, computed with wB97M-V/def2-TZVPD.

The geometry in XYZ format:
```
157
Properties=species:S:1:pos:R:3
C -3.328 -5.953 0.491
C -4.710 -5.127 0.054
O -4.577 -3.779 0.626
B -4.763 -2.728 -0.436
O -3.517 -2.285 -1.112
N -6.158 -2.187 -0.688
C -6.397 -1.377 -1.943
N -6.723 -1.880 -3.209
S -7.011 -0.711 -4.521
C -6.864 -3.364 -3.464
Cl -8.686 -3.870 -3.468
C -6.251 -3.888 -4.892
C -4.757 -3.285 -5.257
Cl -7.470 -3.731 -6.329
N -6.308 0.115 -1.710
C -4.942 0.727 -1.499
C -4.001 0.813 -2.838
C -3.256 2.306 -2.950
C -2.116 2.554 -1.800
C -0.994 1.366 -1.662
C 0.279 1.961 -0.814
C 1.708 1.281 -1.242
C 1.841 -0.241 -0.592
C 3.463 -0.589 -0.587
C 3.726 -2.214 -0.376
C 3.570 -3.076 -1.772
O 2.192 -3.599 -1.870
C 2.068 -4.878 -1.136
C -6.849 0.216 -0.268
Br -8.651 1.028 -0.573
C -6.795 -1.325 0.379
B -8.286 -2.077 0.543
O -9.192 -2.353 -0.613
N -8.835 -2.512 1.919
C -8.599 -4.031 1.975
C -10.364 -2.339 1.878
P -5.991 -1.162 2.103
N -7.131 -0.181 3.118
O -4.539 -0.151 2.050
H -3.330 -7.000 -0.040
H -3.238 -6.126 1.645
H -2.356 -5.351 0.170
H -5.635 -5.656 0.591
H -4.845 -5.045 -1.106
H -2.843 -2.166 -0.354
H -5.808 -0.533 -5.266
H -6.373 -4.030 -2.620
H -6.095 -5.065 -4.773
H -4.249 -2.692 -4.384
H -4.102 -4.142 -5.718
H -4.925 -2.499 -6.140
H -4.301 0.239 -0.649
H -5.133 1.854 -1.155
H -3.168 -0.006 -2.746
H -4.563 0.671 -3.855
H -2.720 2.305 -4.012
H -4.057 3.189 -3.004
H -1.520 3.534 -2.130
H -2.646 2.846 -0.783
H -1.532 0.448 -1.123
H -0.666 1.085 -2.769
H 0.373 3.132 -1.014
H 0.021 1.845 0.328
H 2.559 1.942 -0.772
H 1.743 1.243 -2.415
H 1.218 -1.028 -1.208
H 1.418 -0.289 0.521
H 3.957 -0.243 -1.604
H 3.957 -0.021 0.338
H 4.831 -2.374 0.014
H 2.949 -2.636 0.392
H 4.391 -3.939 -1.833
H 3.759 -2.338 -2.683
H 1.094 -5.407 -1.548
H 1.991 -4.675 0.027
H 3.014 -5.562 -1.285
H -6.296 0.969 0.463
H -9.218 -3.356 -0.691
H -8.235 -4.445 0.928
H -9.558 -4.636 2.274
H -7.738 -4.226 2.755
H -10.685 -1.337 1.324
H -10.816 -2.272 2.967
H -10.901 -3.226 1.293
H -7.940 0.159 2.529
H -6.650 0.719 3.418
H -4.864 0.801 2.168
C 8.227 0.137 1.355
C 7.329 -1.013 1.051
O 6.301 -0.434 0.281
C 6.885 0.620 -0.356
O 6.397 1.197 -1.313
O 8.089 0.946 0.204
F 6.784 -1.512 2.183
H 7.907 0.703 2.237
H 9.266 -0.172 1.495
H 7.808 -1.817 0.481
C 2.963 6.109 0.415
C 2.251 4.808 0.267
O 3.191 3.864 0.730
C 3.943 4.534 1.648
O 4.673 3.992 2.461
O 3.774 5.888 1.551
F 1.990 4.546 -1.033
H 3.600 6.344 -0.445
H 2.275 6.943 0.580
H 1.331 4.731 0.855
C 7.510 5.767 2.132
C 7.324 6.295 0.750
O 7.836 7.606 0.826
C 8.793 7.557 1.796
O 9.643 8.416 1.962
O 8.688 6.424 2.555
F 6.012 6.368 0.434
H 6.685 6.034 2.801
H 7.639 4.682 2.149
H 7.863 5.733 -0.021
C 1.027 3.855 4.791
C 0.129 2.704 4.486
O -0.899 3.284 3.716
C -0.315 4.337 3.080
O -0.803 4.915 2.122
O 0.889 4.664 3.640
F -0.416 2.205 5.618
H 0.707 4.420 5.672
H 2.066 3.546 4.931
H 0.608 1.900 3.917
C 12.563 6.505 2.669
C 11.851 5.204 2.521
O 12.791 4.260 2.985
C 13.543 4.930 3.902
O 14.273 4.388 4.715
O 13.374 6.284 3.806
F 11.590 4.942 1.221
H 13.200 6.740 1.809
H 11.875 7.339 2.834
H 10.931 5.127 3.110
C 12.354 -0.683 0.831
C 13.206 -1.446 -0.125
O 12.334 -2.432 -0.629
C 11.093 -1.873 -0.568
O 10.118 -2.303 -1.162
O 11.075 -0.765 0.234
F 14.220 -2.064 0.520
H 12.320 -1.140 1.826
H 12.673 0.358 0.933
H 13.600 -0.846 -0.952
C -13.053 -6.396 -1.934
C -13.315 -4.969 -1.594
O -12.147 -4.573 -0.911
C -11.153 -5.348 -1.430
O -9.963 -5.116 -1.295
O -11.653 -6.413 -2.127
F -14.362 -4.859 -0.745
H -13.315 -7.080 -1.120
H -13.578 -6.711 -2.840
H -13.470 -4.321 -2.463
```

The charge is +1. The frontier orbital gap is 6.63 eV. Its largest force on an atom is 3.94 eV Å⁻¹. Its lowest unoccupied orbital energy is -4.26 eV. The value obtained for the HOMO energy is -10.90 eV. Its energy is -8892.14763 hartree.

Entry 7:
An isolated molecule of C4H3NO3S at a distorted geometry, computed with wB97M-V/def2-TZVPD.

The geometry in XYZ format:
```
12
Properties=species:S:1:pos:R:3
C 1.202 -0.977 -0.757
C 1.547 1.100 0.222
C -0.965 0.002 -0.288
C 0.382 -0.307 0.235
N -2.002 0.027 0.583
O 1.099 -1.933 -1.415
O 1.493 2.126 0.801
O -1.093 0.317 -1.441
S 2.541 0.352 -0.907
H 0.566 -0.818 1.191
H -1.814 -0.187 1.528
H -2.957 0.299 0.247
```

The frontier orbital gap is 10.20 eV. Its largest force on an atom is 3.54 eV Å⁻¹. As for the structure (SMILES): NC(=O)C1C(=O)SC1=O. Its lowest unoccupied orbital energy is 0.22 eV. The value obtained for the HOMO energy is -9.98 eV. Its energy is -832.87173 hartree.

Entry 8:
A cluster of 2 separate species, C4Cl3F2NS in total at a distorted geometry, computed with wB97M-V/def2-TZVPD.

The geometry in XYZ format:
```
11
Properties=species:S:1:pos:R:3
C -0.370 -0.173 0.267
C -0.882 0.898 -0.319
C -2.831 -0.104 0.117
C 2.850 -0.460 0.066
N -2.305 1.019 -0.210
F 3.076 -0.584 -1.288
F 2.573 -1.637 0.511
S -1.638 -1.301 0.708
Cl 0.035 2.178 -0.788
Cl -4.487 -0.322 0.066
Cl 3.979 0.486 0.868
```

The frontier orbital gap (alpha / beta) is 5.20 / 5.20 eV. Its largest force on an atom is 3.40 eV Å⁻¹. Its lowest unoccupied orbital energy (alpha / beta) is -3.39 / -3.39 eV. The value obtained for the HOMO energy (alpha / beta) is -8.59 / -8.59 eV. Its energy is -2185.45518 hartree.

Entry 9:
A cluster of 2 separate species, C7H5ClN2OS in total at a distorted geometry, computed with wB97M-V/def2-TZVPD.

The geometry in XYZ format:
```
17
Properties=species:S:1:pos:R:3
C -2.213 -0.196 -0.715
C -1.129 0.678 -0.385
C -2.043 -1.062 -1.776
C 0.214 -0.751 -1.779
C 0.137 0.405 -0.839
C 1.315 0.960 -0.418
C 1.283 -0.102 3.055
N -0.823 -1.369 -2.271
N 2.154 1.587 0.123
O 0.417 0.654 3.351
S 3.457 2.146 0.803
Cl 1.028 -1.442 1.898
H -3.222 -0.093 -0.268
H -1.393 1.344 0.342
H -2.752 -1.706 -2.380
H 1.302 -1.091 -2.047
H 2.267 0.038 3.306
```

The frontier orbital gap (alpha / beta) is 7.65 / 7.65 eV. Its largest force on an atom is 4.55 eV Å⁻¹. As for the structure (SMILES): [S-][N+]#Cc1cccnc1.O=CCl. Its lowest unoccupied orbital energy (alpha / beta) is -0.62 / -0.62 eV. The value obtained for the HOMO energy (alpha / beta) is -8.27 / -8.27 eV. Its energy is -1312.77714 hartree.

energy of number 1 (C5H11N2)?
-306.17137 hartree

Which formula does entry 8 have?
C4Cl3F2NS

The highest energy belongs to which entry?
C5H11N2

The lowest largest force on an atom belongs to which entry?
C48H43F4N3O4ReSbTe